(1)
The following is a DFT calculation (the ωB97M-V functional and the def2-TZVPD basis) of a cluster of 2 separate species, C2H8N2O in total at a distorted geometry.

```
13
Properties=species:S:1:pos:R:3:forces:R:3
N 0.761334 0.699513 -1.271386 2.0 0.0 -1.8
C 0.421361 1.666875 -0.284099 -0.3 1.2 0.7
O 0.098536 1.181548 0.989122 -1.1 -1.1 -0.7
H 0.041537 0.551197 -1.971002 0.1 -0.1 0.3
H 1.659287 0.989573 -1.774109 -1.9 -0.7 0.9
H 1.308281 2.286354 -0.131827 -0.1 0.2 0.1
H -0.408100 2.319264 -0.626042 0.2 -0.1 -0.1
C -0.270480 -2.053017 0.737143 4.0 -1.0 -1.3
N -1.403057 -1.443590 0.877256 -3.4 1.8 0.5
H -0.071838 -3.059171 1.080427 0.1 -0.4 0.1
H 0.546733 -1.533893 0.184435 -0.5 -0.5 0.5
H -0.633967 0.486047 0.859988 0.9 0.3 0.6
H -2.049631 -2.090697 1.330091 -0.2 0.4 0.0
```
Forces are in eV/Å.

Computed properties:
- spin multiplicity = 2
- lowest unoccupied orbital energy (spin up / spin down) (eV) = 3.996 / 3.952
- E (a.u.) = -265.654055
- highest occupied orbital energy (spin up / spin down) (eV) = 1.360 / -3.569
- orbital gap (spin up / spin down) (eV) = 2.64 / 7.52
- charge = -1
- ΔE to the lowest compared entry with this formula, charge and spin (kcal per mole) = 46.1

(2)
The following is a DFT calculation (the ωB97M-V functional and the def2-TZVPD basis) of an isolated molecule of C5H6O2.

```
13
Properties=species:S:1:pos:R:3:forces:R:3
O -3.560207 0.616568 -0.295024 0.4 -0.1 -0.1
C -2.407635 0.289049 -0.390840 -0.2 0.0 0.1
C -1.669370 -0.441582 0.729991 0.0 0.0 0.0
C -0.215613 -0.389744 0.554980 0.5 0.1 -0.1
C 0.966058 -0.290949 0.329047 -0.5 0.0 0.0
C 2.382456 -0.072333 -0.026760 0.0 -0.2 0.3
O 2.533288 0.448733 -1.331516 -0.1 0.3 0.0
H -1.812974 0.483447 -1.308654 -0.1 0.0 0.1
H -1.992588 -0.003755 1.681523 0.1 -0.1 -0.1
H -2.032497 -1.477495 0.719774 0.1 0.1 0.0
H 2.844904 0.582502 0.726772 -0.1 -0.1 -0.1
H 2.933104 -1.017009 -0.014873 -0.1 0.1 0.0
H 2.031070 1.272571 -1.374417 0.1 -0.1 -0.1
```
Forces are in eV/Å.

Computed properties:
- lowest unoccupied orbital energy (eV) = 0.681
- E (a.u.) = -344.513846
- highest occupied orbital energy (eV) = -9.955
- orbital gap (eV) = 10.64
- charge = 0
- ΔE to the lowest compared entry with this formula, charge and spin (kcal per mole) = 55.3
- SMILES = O=CCC#CCO